The following is a quantum chemistry calculation of a structure of composition C102H139As10F60N22 in a non-equilibrium geometry, from the Open Molecules 2025 dataset.

Each line ends with the Mulliken charge.
Element x y z (Å)
1 C 4.775 -2.627 -0.803  -0.65
2 N 3.379 -2.244 -0.576  1.00
3 C 2.380 -3.136 -0.768  -1.45
4 C 1.062 -2.754 -0.583  -0.99
5 C 0.730 -1.447 -0.303  1.76
6 C 1.788 -0.545 -0.153  -1.05
7 C 3.121 -0.939 -0.323  -0.79
8 C -0.690 -0.893 -0.267  1.29
9 C -0.912 0.451 -0.053  -0.61
10 C -2.154 0.924 -0.321  -0.31
11 N -3.186 0.037 -0.642  1.76
12 C -2.995 -1.270 -0.542  -0.15
13 C -1.723 -1.779 -0.376  -1.01
14 C -4.504 0.662 -0.937  -0.03
15 H 5.365 -1.696 -0.877  0.14
16 H 4.819 -3.184 -1.753  0.16
17 H 5.196 -3.288 -0.008  0.30
18 H 2.675 -4.178 -0.870  0.99
19 H 0.471 -3.608 -0.821  0.56
20 H 1.686 0.499 -0.052  0.42
21 H 3.954 -0.285 -0.111  0.40
22 H -0.136 1.098 0.421  0.09
23 H -2.353 2.024 -0.105  -0.21
24 H -3.854 -1.894 -0.741  0.25
25 H -1.538 -2.833 -0.547  -0.03
26 H -4.411 1.343 -1.814  -0.55
27 H -4.893 1.172 -0.071  -0.14
28 H -5.239 -0.055 -1.314  -0.10
29 C -8.996 0.957 0.906  -0.90
30 N -8.837 2.441 0.612  0.34
31 C -7.688 3.042 0.908  0.09
32 C -7.381 4.331 0.376  -1.04
33 C -8.367 4.947 -0.342  1.71
34 C -9.587 4.343 -0.571  -0.92
35 C -9.818 3.085 -0.112  -0.61
36 C -8.020 6.235 -1.036  0.72
37 C -8.990 7.275 -1.104  -1.08
38 C -8.609 8.489 -1.527  -0.23
39 N -7.415 8.820 -1.961  0.17
40 C -6.502 7.800 -1.956  -0.94
41 C -6.731 6.520 -1.479  -0.54
42 C -7.084 10.150 -2.399  -0.88
43 H -10.085 0.853 1.069  0.31
44 H -8.344 0.825 1.742  0.20
45 H -8.633 0.410 0.066  0.32
46 H -6.973 2.581 1.582  -0.17
47 H -6.426 4.770 0.595  0.94
48 H -10.378 4.773 -1.183  0.52
49 H -10.774 2.627 -0.132  0.45
50 H -9.984 7.202 -0.674  0.48
51 H -9.405 9.282 -1.555  0.33
52 H -5.499 8.049 -2.273  0.74
53 H -5.895 5.841 -1.535  0.54
54 H -7.935 10.788 -2.499  0.35
55 H -6.661 10.084 -3.387  0.37
56 H -6.344 10.583 -1.664  0.33
57 C -8.936 1.781 -8.303  -0.94
58 N -7.504 1.684 -8.011  0.15
59 C -6.638 2.451 -8.707  -0.30
60 C -5.366 2.586 -8.369  -1.32
61 C -4.898 1.991 -7.193  0.91
62 C -5.750 1.103 -6.548  0.12
63 C -7.052 0.989 -6.948  -0.86
64 C -3.636 2.310 -6.600  1.13
65 C -3.571 2.503 -5.235  -0.20
66 C -2.370 2.777 -4.668  -0.92
67 N -1.312 2.968 -5.476  0.57
68 C -1.441 3.043 -6.798  -0.71
69 C -2.569 2.684 -7.397  -0.91
70 C 0.038 3.075 -4.950  -0.89
71 H -9.047 2.422 -9.164  0.35
72 H -9.435 2.274 -7.534  0.36
73 H -9.256 0.772 -8.569  0.37
74 H -7.016 3.013 -9.586  0.36
75 H -4.739 3.192 -8.992  0.47
76 H -5.434 0.747 -5.548  0.38
77 H -7.811 0.400 -6.461  0.55
78 H -4.375 2.399 -4.537  0.44
79 H -2.195 2.852 -3.621  0.79
80 H -0.607 3.343 -7.360  0.47
81 H -2.627 2.673 -8.452  0.67
82 H 0.112 3.447 -3.904  -0.08
83 H 0.648 3.718 -5.578  0.39
84 H 0.536 2.142 -4.919  0.32
85 C 3.380 4.088 7.263  -0.82
86 N 3.945 4.442 5.872  0.14
87 C 3.585 5.629 5.308  -0.71
88 C 4.028 5.946 4.060  -1.10
89 C 4.794 5.029 3.352  1.49
90 C 5.200 3.841 3.960  -0.26
91 C 4.742 3.615 5.240  -0.55
92 C 5.255 5.476 2.002  0.18
93 C 5.230 4.503 1.017  0.35
94 C 5.598 4.880 -0.250  -0.92
95 N 6.013 6.156 -0.489  0.11
96 C 6.132 7.108 0.505  -0.66
97 C 5.710 6.760 1.718  -0.54
98 C 6.427 6.567 -1.944  -1.04
99 H 3.190 4.943 7.843  0.41
100 H 4.169 3.467 7.808  0.30
101 H 2.497 3.411 7.025  0.24
102 H 2.805 6.163 5.752  0.43
103 H 3.787 6.908 3.647  0.52
104 H 5.917 3.180 3.488  0.73
105 H 4.972 2.739 5.789  0.44
106 H 4.781 3.515 1.148  -0.07
107 H 5.553 4.289 -1.154  0.61
108 H 6.472 8.109 0.266  0.48
109 H 5.680 7.478 2.514  0.66
110 H 6.730 5.693 -2.506  0.36
111 H 7.310 7.080 -1.782  0.50
112 H 5.635 7.103 -2.438  0.31
113 C 5.783 -2.031 5.464  -0.93
114 N 4.454 -2.337 5.006  0.36
115 C 4.264 -3.589 4.589  -0.66
116 C 2.992 -4.066 4.230  -0.48
117 C 1.981 -3.141 4.323  0.22
118 C 2.235 -1.788 4.522  -0.15
119 C 3.482 -1.417 4.975  -1.45
120 C 0.499 -3.502 4.302  0.86
121 C -0.458 -2.771 3.616  -0.34
122 C -1.762 -3.183 3.526  -1.22
123 N -2.123 -4.345 4.062  0.43
124 C -1.243 -5.070 4.784  -0.47
125 C 0.070 -4.719 4.859  -0.70
126 C -3.508 -4.922 3.926  -1.05
127 H 6.331 -2.881 5.811  0.42
128 H 5.728 -1.392 6.352  0.35
129 H 6.343 -1.513 4.727  0.27
130 H 5.122 -4.204 4.535  0.47
131 H 2.885 -5.105 4.043  0.70
132 H 1.399 -1.088 4.505  0.50
133 H 3.708 -0.503 5.377  0.99
134 H -0.163 -1.863 3.110  0.64
135 H -2.592 -2.621 3.085  0.81
136 H -1.512 -6.070 5.063  0.35
137 H 0.766 -5.315 5.484  0.52
138 H -4.144 -4.050 3.973  0.33
139 H -3.687 -5.526 4.805  0.46
140 H -3.566 -5.417 2.962  0.27
141 C 7.323 -7.660 -10.846  -0.97
142 N 6.532 -6.607 -10.187  0.06
143 C 6.539 -5.317 -10.602  -0.16
144 C 5.689 -4.391 -10.032  -0.77
145 C 4.956 -4.680 -8.857  0.53
146 C 4.985 -6.008 -8.416  -0.40
147 C 5.814 -6.961 -9.035  -0.58
148 C 4.227 -3.604 -8.186  0.94
149 C 2.899 -3.711 -7.794  -0.39
150 C 2.267 -2.764 -7.038  -0.35
151 N 2.972 -1.671 -6.707  0.21
152 C 4.231 -1.420 -7.180  -0.40
153 C 4.870 -2.398 -7.906  -0.78
154 C 2.398 -0.724 -5.637  -0.22
155 H 6.735 -8.340 -11.402  0.36
156 H 7.741 -8.228 -10.071  0.39
157 H 8.076 -7.259 -11.434  0.39
158 H 7.124 -5.106 -11.551  0.37
159 H 5.696 -3.426 -10.517  0.52
160 H 4.416 -6.187 -7.498  0.42
161 H 5.928 -7.996 -8.712  0.45
162 H 2.251 -4.566 -7.955  0.39
163 H 1.307 -2.927 -6.557  0.55
164 H 4.550 -0.400 -6.978  0.49
165 H 5.881 -2.197 -8.246  0.57
166 H 1.356 -0.388 -5.928  0.02
167 H 3.118 0.141 -5.673  -0.03
168 H 2.527 -1.179 -4.650  0.16
169 C -5.279 -8.610 -0.818  -1.14
170 C -5.323 -7.150 -0.163  -0.26
171 N -4.916 -6.058 -1.145  0.36
172 C -3.637 -5.681 -1.517  -0.95
173 C -3.827 -4.703 -2.434  -0.92
174 N -5.145 -4.532 -2.596  0.36
175 C -5.798 -5.364 -1.799  -0.14
176 C -5.771 -3.491 -3.523  -0.80
177 H -4.296 -8.828 -1.278  0.28
178 H -6.170 -8.789 -1.439  0.35
179 H -5.357 -9.297 0.026  0.43
180 H -4.534 -7.047 0.595  0.00
181 H -6.303 -6.930 0.096  0.44
182 H -2.758 -6.040 -1.006  0.87
183 H -3.049 -4.214 -3.024  0.80
184 H -6.912 -5.415 -1.783  0.39
185 H -6.086 -2.524 -3.036  0.25
186 H -6.637 -3.924 -4.079  0.38
187 H -4.980 -3.129 -4.173  0.25
188 C 2.623 -12.924 -0.601  -1.06
189 C 2.682 -11.565 0.131  -0.48
190 N 2.659 -10.412 -0.827  0.19
191 C 3.713 -9.671 -1.284  -0.52
192 C 3.184 -8.695 -2.087  -0.35
193 N 1.826 -8.966 -2.224  0.28
194 C 1.553 -10.019 -1.445  -0.19
195 C 0.728 -8.087 -2.722  -0.14
196 H 2.486 -13.714 0.126  0.38
197 H 3.471 -13.084 -1.306  0.33
198 H 1.800 -13.000 -1.349  0.33
199 H 3.637 -11.454 0.643  0.34
200 H 1.819 -11.503 0.777  0.29
201 H 4.756 -10.057 -1.087  0.39
202 H 3.630 -7.958 -2.732  0.47
203 H 0.552 -10.348 -1.253  0.47
204 H 0.069 -7.814 -1.889  0.01
205 H 0.175 -8.553 -3.585  0.28
206 H 1.236 -7.182 -3.099  -0.07
207 C -7.542 3.452 7.303  -1.06
208 C -6.420 2.554 7.796  -0.41
209 N -6.724 1.076 7.773  0.13
210 C -7.034 0.269 8.830  -0.19
211 C -7.273 -0.938 8.304  -0.44
212 N -7.164 -0.819 6.940  0.20
213 C -6.766 0.385 6.634  -0.14
214 C -7.447 -1.769 5.844  -0.97
215 H -7.315 4.493 7.320  0.37
216 H -8.332 3.414 8.133  0.38
217 H -8.017 3.087 6.361  0.26
218 H -6.310 2.762 8.802  0.45
219 H -5.498 2.682 7.250  0.15
220 H -7.210 0.580 9.864  0.43
221 H -7.674 -1.846 8.801  0.40
222 H -6.492 0.759 5.650  0.31
223 H -7.833 -1.221 4.991  0.34
224 H -8.220 -2.464 6.151  0.38
225 H -6.581 -2.341 5.544  0.34
226 C -2.690 5.342 4.822  -1.39
227 C -2.754 5.483 3.383  0.03
228 N -1.470 5.744 2.781  0.77
229 C -0.816 6.966 2.838  -0.87
230 C 0.229 6.853 1.977  -0.80
231 N 0.254 5.525 1.453  0.82
232 C -0.797 4.946 1.987  -1.36
233 C 1.256 4.883 0.653  -0.91
234 H -3.714 5.218 5.160  0.31
235 H -2.241 6.218 5.250  0.57
236 H -1.986 4.527 5.006  0.21
237 H -3.405 6.351 3.168  0.47
238 H -3.226 4.631 2.854  -0.35
239 H -1.219 7.818 3.421  0.56
240 H 0.929 7.596 1.685  0.80
241 H -1.170 3.975 1.711  0.95
242 H 2.085 5.535 0.573  0.46
243 H 0.899 4.797 -0.436  -0.01
244 H 1.566 3.955 1.067  0.20
245 C 15.981 4.995 10.300  -1.09
246 C 16.640 3.633 10.425  -0.29
247 N 16.467 3.028 9.098  0.15
248 C 15.881 1.801 8.818  -0.37
249 C 15.969 1.598 7.479  -0.34
250 N 16.583 2.717 6.977  0.03
251 C 16.816 3.608 7.949  -0.01
252 C 17.081 2.864 5.531  -0.75
253 H 16.373 5.460 11.210  0.36
254 H 14.925 4.820 10.392  0.31
255 H 16.204 5.596 9.439  0.38
256 H 16.069 2.958 11.109  0.22
257 H 17.683 3.744 10.784  0.31
258 H 15.298 1.316 9.554  0.37
259 H 15.654 0.725 6.914  0.42
260 H 17.399 4.503 7.833  0.38
261 H 17.519 3.843 5.610  0.26
262 H 16.214 2.875 4.856  0.31
263 H 17.825 2.016 5.445  0.36
264 As -4.699 1.943 3.509  2.56
265 F -4.337 1.496 1.951  -0.74
266 F -3.085 2.503 3.784  -0.67
267 F -5.228 2.512 5.120  -0.52
268 F -6.328 1.513 3.149  -0.57
269 F -4.353 0.401 4.169  -0.45
270 F -5.153 3.450 2.848  -0.42
271 As 3.847 -5.011 -4.440  2.06
272 F 4.413 -6.674 -4.466  -0.53
273 F 3.003 -5.378 -2.919  -0.38
274 F 3.300 -3.336 -4.497  -0.42
275 F 4.638 -4.705 -5.964  -0.37
276 F 2.355 -5.299 -5.264  -0.49
277 F 5.229 -4.423 -3.578  -0.52
278 As 1.300 2.112 4.063  2.02
279 F -0.056 2.332 3.073  -0.21
280 F 1.611 0.614 3.242  -0.27
281 F 2.871 1.834 4.893  -0.38
282 F 1.122 3.476 5.072  -0.54
283 F 0.541 1.177 5.262  -0.52
284 F 2.218 3.135 2.978  -0.21
285 As -6.180 -2.701 0.927  2.12
286 F -4.791 -3.716 0.522  -0.60
287 F -7.229 -3.867 0.252  -0.45
288 F -7.395 -1.575 1.424  -0.41
289 F -5.055 -1.574 1.555  -0.45
290 F -6.070 -1.968 -0.613  -0.56
291 F -6.386 -3.432 2.490  -0.48
292 As -2.734 4.942 -1.294  2.44
293 F -3.450 3.543 -2.071  -0.51
294 F -3.726 6.019 -2.188  -0.44
295 F -2.065 6.196 -0.313  -0.50
296 F -1.632 3.860 -0.365  -0.50
297 F -1.574 5.059 -2.531  -0.46
298 F -4.053 4.846 -0.116  -0.50
299 As 5.787 0.408 2.081  2.17
300 F 6.890 1.632 2.189  -0.39
301 F 6.920 -0.677 2.713  -0.56
302 F 4.685 -0.980 1.982  -0.43
303 F 4.588 1.553 1.561  -0.55
304 F 6.108 0.156 0.397  -0.51
305 F 5.300 0.615 3.778  -0.51
306 As -7.512 2.014 -3.268  2.04
307 F -8.718 1.188 -4.259  -0.52
308 F -6.392 0.895 -3.874  -0.50
309 F -6.193 2.699 -2.399  -0.42
310 F -8.600 3.189 -2.597  -0.31
311 F -7.872 1.025 -1.929  -0.41
312 F -7.150 3.063 -4.734  -0.56
313 As -0.173 -6.280 1.156  2.15
314 F 0.612 -7.710 1.649  -0.50
315 F 1.094 -6.035 0.031  -0.44
316 F -0.829 -4.668 0.849  -0.28
317 F -1.586 -6.593 2.134  -0.56
318 F 0.639 -5.456 2.433  -0.40
319 F -1.073 -6.955 -0.149  -0.67
320 As -1.618 -1.170 -4.500  2.49
321 F -0.623 -2.432 -5.254  -0.49
322 F -0.376 -1.185 -3.198  -0.38
323 F -2.595 0.155 -3.788  -0.76
324 F -2.725 -1.160 -5.735  -0.50
325 F -2.485 -2.297 -3.616  -0.36
326 F -0.723 0.053 -5.297  -0.64
327 As 3.027 2.901 -2.548  2.16
328 F 3.244 3.392 -0.870  -0.62
329 F 2.129 4.296 -2.873  -0.49
330 F 2.825 2.336 -4.211  -0.49
331 F 3.800 1.356 -2.103  -0.53
332 F 1.431 2.162 -2.160  -0.29
333 F 4.591 3.648 -2.880  -0.51

Its total charge is +7. As for the HOMO-LUMO gap: 7.959 eV.